{
  "formula": "C28H23BBrF4KN3O9P3S",
  "method": "ωB97M-V/def2-TZVPD",
  "largest_force_ha_per_bohr": 0.0734,
  "relative_energy_kcal_mol": 58.6,
  "homo_ev": -2.3,
  "total_charge": -2,
  "e_tot_ha": -6943.20558,
  "e_lumo_ha": 0.1465,
  "multiplicity": 1,
  "elements": ["C", "C", "H", "O", "O", "F", "C", "H", "O", "H", "C", "H", "H", "H", "C", "H", "C", "C", "H", "C", "C", "N", "H", "C", "C", "N", "C", "Br", "C", "P", "C", "B", "N", "O", "H", "C", "C", "C", "C", "H", "H", "C", "H", "C", "O", "K", "C", "O", "H", "F", "H", "C", "O", "C", "H", "H", "H", "C", "S", "P", "H", "P", "H", "O", "H", "C", "C", "O", "H", "C", "F", "C", "H", "F"],
  "positions_angstrom": [[3.474, -0.720, -0.783], [1.727, -0.301, 1.530], [0.733, -2.372, 4.019], [-0.261, -2.308, -0.553], [-1.579, -0.018, 2.599], [5.515, 3.921, -2.174], [4.401, -1.288, 0.083], [-2.097, -6.501, -0.832], [-5.729, -1.076, 0.883], [-5.162, 0.700, 1.363], [5.010, -1.033, -2.614], [1.657, 1.786, 4.200], [5.244, -0.935, -3.667], [-3.422, 5.913, -2.385], [1.156, -0.293, 4.263], [0.884, -0.281, 5.310], [-4.585, 3.576, -1.650], [1.370, -1.475, 2.192], [4.165, -1.372, 1.136], [-4.503, 5.913, -2.504], [3.795, -0.590, -2.132], [-4.501, 1.481, 1.413], [1.289, -2.414, 1.664], [1.583, 0.865, 3.637], [0.922, -4.171, -0.929], [-3.231, 2.529, -0.275], [-4.992, 4.484, -2.759], [0.040, 2.891, 0.159], [4.033, 2.511, -0.907], [-2.225, -1.347, 2.804], [-1.474, -4.467, -0.692], [1.087, -2.012, -0.568], [-3.374, 3.317, -1.333], [1.827, -3.160, -0.859], [-2.456, -4.065, -0.503], [0.015, -6.343, -1.096], [1.866, 0.859, 2.285], [4.281, 3.650, -1.663], [-4.341, 2.141, 0.261], [2.129, -5.908, -1.296], [-4.551, 4.118, -3.690], [3.254, 4.558, -1.875], [2.177, 1.759, 1.774], [5.926, -1.605, -1.747], [-3.341, -0.731, 0.013], [-1.379, 0.084, 0.376], [1.133, -5.520, -1.137], [-3.819, -1.159, 2.513], [0.137, -7.408, -1.235], [3.465, 5.687, -2.604], [-4.773, 6.565, -3.335], [-0.365, -3.644, -0.723], [-4.040, -3.015, 0.853], [1.075, -1.467, 3.541], [3.080, -0.119, -2.796], [6.880, -1.953, -2.124], [-4.950, 6.310, -1.594], [2.012, 4.302, -1.316], [-5.758, 2.784, -0.590], [1.782, -0.197, -0.303], [-6.080, 4.466, -2.847], [-4.288, -1.428, 0.938], [-3.161, -3.049, 1.285], [-1.706, -2.553, 2.107], [-2.517, -0.831, 4.818], [5.618, -1.731, -0.403], [2.799, 2.173, -0.355], [-2.295, -1.662, 4.405], [-3.621, 1.133, 1.780], [1.816, 3.132, -0.596], [1.028, 5.217, -1.476], [-1.255, -5.826, -0.873], [6.333, -2.190, 0.269], [5.114, 1.710, -0.677]]
}